{"formula": "C3H3O2Sm", "method": "ωB97M-V/def2-TZVPD", "gap_ev": [7.74, 9.16], "e_above_lowest_kcal_mol": 6.6, "spin_multiplicity": 8, "charge": 2, "total_energy_ha": -923.7857, "elements": ["Sm", "O", "O", "C", "C", "C", "H", "H", "H"], "coordinates": [[0.58212, 0.54218, 3.15097], [-0.56977, 1.86931, -0.16642], [-0.44806, -0.66689, 0.94499], [-0.79089, 1.53503, 0.94082], [-0.12602, -1.15189, -0.21627], [0.45539, -0.16987, -1.09971], [-0.65637, -2.03149, -0.59462], [0.10378, -0.12310, -2.13284], [1.44982, 0.19671, -0.82692]], "forces_ev_per_angstrom": [[-0.77, -0.50, -0.85], [-1.58, -1.38, 5.54], [2.08, -2.20, -0.27], [1.28, 2.69, -5.20], [-2.25, 3.26, 1.04], [1.20, -2.19, -0.47], [0.31, -0.23, 0.25], [0.29, 0.06, 0.19], [-0.56, 0.50, -0.21]]}